Formula: C29H35N7O4
Source: the Open Molecules 2025 dataset
Level of theory: wB97M-V/def2-TZVPD

```
75
Properties=species:S:1:pos:R:3:forces:R:3
C 3.44407 4.73492 -0.94475 -0.01 0.04 0.05
O 4.01206 3.56631 -1.47636 0.15 -0.18 -0.20
C 4.06928 2.52072 -0.52827 -0.02 -0.14 0.07
C 4.66882 1.28176 -1.19662 -0.08 0.27 0.03
N 4.08758 0.06563 -0.66560 0.08 -0.03 -0.07
C 4.41514 -0.16951 0.72690 -0.26 -0.08 0.15
C 3.58177 -1.34330 1.22985 0.24 0.23 0.07
N 3.92220 -2.53304 0.47546 0.05 0.02 0.02
C 3.32800 -3.76119 0.99391 0.08 0.01 -0.01
C 1.83633 -3.85139 0.78948 -0.03 -0.06 0.01
C 1.30766 -4.58735 -0.26617 0.07 -0.01 0.13
C -0.04590 -4.56877 -0.53970 -0.17 0.11 0.03
C -0.89753 -3.76782 0.21575 0.47 -0.19 0.06
C -2.30356 -3.63106 -0.12396 -0.90 0.14 -0.22
N -3.05726 -4.62517 -0.58774 0.80 -0.62 0.12
N -4.28768 -4.12977 -0.80185 -0.28 0.57 0.01
C -4.35226 -2.83055 -0.49770 1.21 -0.08 0.40
C -3.08259 -2.45506 -0.04803 -0.57 -0.86 -0.28
C -3.06806 -1.01747 0.20412 0.16 0.12 0.01
O -2.15864 -0.29243 0.57412 -0.13 -0.12 -0.03
C -4.45551 -0.58918 -0.11955 -0.61 0.33 -0.11
C -4.97957 0.69790 -0.07667 -0.24 -0.41 -0.14
N -4.13922 1.72066 0.27904 0.59 -0.13 0.18
C -4.36392 3.07393 0.28400 0.10 -0.20 0.05
O -5.42231 3.63204 0.10116 -0.35 0.13 -0.10
N -3.21428 3.77032 0.55946 0.48 0.44 0.14
N -1.97330 3.13410 0.57241 -0.22 0.21 0.00
C -1.20233 3.40723 1.77390 0.20 -0.24 0.13
C 0.02306 2.48962 1.75269 -0.22 0.14 0.29
O 0.80378 2.72213 0.60336 0.18 0.10 0.02
C 0.04838 2.46703 -0.55904 -0.22 0.10 -0.28
C -1.17551 3.38398 -0.61999 0.22 -0.21 -0.12
C -6.33466 0.86231 -0.42409 -0.11 0.18 0.00
C -7.09398 -0.22061 -0.80375 0.09 0.00 0.02
C -6.56559 -1.51548 -0.87127 0.20 -0.20 0.02
C -5.24562 -1.68772 -0.52935 -0.52 0.81 -0.02
C -0.38036 -3.05133 1.29222 -0.10 -0.09 -0.09
C 0.96575 -3.11734 1.58970 0.05 -0.09 -0.04
C 3.64715 -2.30942 -0.93161 0.21 0.13 -0.20
C 4.45061 -1.11111 -1.43093 -0.18 -0.20 -0.06
H 4.07298 5.15560 -0.14892 -0.03 0.02 -0.02
H 2.44849 4.53508 -0.53094 0.00 0.05 0.00
H 3.37101 5.44923 -1.76279 -0.03 0.06 0.06
H 3.05601 2.28591 -0.17298 0.13 -0.01 0.01
H 4.67319 2.84224 0.33442 -0.07 -0.01 -0.03
H 5.76914 1.29471 -1.10630 -0.03 -0.03 -0.05
H 4.41800 1.33945 -2.25857 0.05 0.00 0.03
H 4.16935 0.71846 1.30977 0.02 0.02 0.04
H 5.48862 -0.39653 0.85750 -0.03 0.05 0.02
H 3.79853 -1.52365 2.28580 -0.05 0.00 0.02
H 2.51981 -1.07107 1.11668 0.05 0.02 0.08
H 3.57154 -3.81258 2.05887 0.00 -0.06 -0.04
H 3.82291 -4.59487 0.48631 -0.06 -0.02 0.09
H 1.96889 -5.17976 -0.88302 0.08 -0.05 -0.06
H -0.45400 -5.14476 -1.35607 -0.03 -0.04 -0.10
H -5.00711 -4.74440 -1.15083 0.13 0.11 0.05
H -3.17408 1.44543 0.47921 -0.19 0.09 -0.06
H -3.26989 4.78354 0.49664 -0.02 -0.21 -0.06
H -1.82327 3.18716 2.64336 0.03 0.02 -0.01
H -0.87778 4.46030 1.81719 -0.04 -0.05 0.01
H 0.66770 2.68518 2.61093 -0.09 -0.03 0.00
H -0.31474 1.44442 1.76725 0.02 0.06 0.05
H 0.71033 2.64401 -1.40816 -0.06 -0.03 -0.01
H -0.28734 1.42092 -0.56102 0.03 0.06 -0.06
H -1.77665 3.14856 -1.50021 0.03 0.01 0.02
H -0.85038 4.43664 -0.67562 -0.05 -0.05 0.00
H -6.75853 1.85266 -0.39180 -0.04 0.03 0.00
H -8.13046 -0.06749 -1.06528 -0.08 0.05 -0.01
H -7.18331 -2.34343 -1.18419 -0.06 -0.07 -0.03
H -1.03894 -2.44554 1.89605 -0.07 0.07 0.04
H 1.34629 -2.58748 2.45041 0.05 0.08 0.06
H 3.93759 -3.20271 -1.49006 -0.05 -0.01 -0.03
H 2.57766 -2.11052 -1.11282 0.06 -0.05 -0.04
H 4.21735 -0.93447 -2.48335 0.03 0.00 0.01
H 5.52906 -1.33480 -1.34199 -0.04 0.01 -0.04
```
Positions in Å, forces in eV/Å.

Properties
HOMO level: -8.4 eV
Frontier orbital gap: 7.86 eV

=====

Formula: C29H35O5PdTe
Source: the Open Molecules 2025 dataset
Level of theory: wB97M-V/def2-TZVPD

```
71
Properties=species:S:1:pos:R:3:forces:R:3
C 0.62915 3.04793 -2.97331 0.33 1.00 -0.12
C 0.91245 2.72895 -1.49280 -0.42 0.06 -0.11
C 0.45315 1.68588 -3.69529 0.03 0.38 0.00
C 1.01972 0.62871 -2.72562 0.22 -0.46 0.35
H 1.04607 1.74771 -4.61242 -0.18 -0.19 0.09
H -0.59404 1.53884 -3.98275 0.26 -0.11 0.17
C 1.65538 1.39635 -1.54754 0.27 0.58 -0.26
H -0.05543 2.62428 -0.98247 0.24 -0.01 -0.03
H 1.48955 3.53313 -1.02156 -0.25 -0.28 0.02
C 1.54130 0.51494 -0.33041 0.18 -0.68 -0.31
H 2.71285 1.60073 -1.75188 -0.04 -0.02 -0.05
H 1.79398 0.04992 -3.24306 -0.14 0.07 0.08
C 0.05792 -0.39279 -2.05858 0.21 -0.06 1.50
C -0.55455 3.98690 -3.13149 -2.10 -0.25 1.57
C 1.73590 3.88976 -3.61580 1.20 -0.60 -1.36
O 2.12811 3.77537 -4.76653 -0.41 -0.12 1.32
O -1.55887 3.94381 -2.42482 1.59 0.03 -1.27
O -0.38862 4.89657 -4.10385 -0.35 -0.25 0.22
O 2.23618 4.82354 -2.79128 -0.13 -0.16 -0.19
C 3.19472 5.67414 -3.42881 0.07 0.15 0.04
H 3.45986 6.41475 -2.67693 0.03 -0.03 -0.10
H 2.74709 6.14614 -4.30922 0.13 -0.07 0.17
H 4.07151 5.09421 -3.73491 -0.17 0.15 0.04
C -1.47838 5.81147 -4.22825 -0.27 0.30 -0.05
H -2.43007 5.27769 -4.33757 0.29 0.12 0.02
H -1.25688 6.40108 -5.11691 -0.06 -0.04 0.10
H -1.53289 6.45577 -3.34149 0.00 -0.18 -0.22
O 0.40390 -0.33284 -0.51326 -0.32 0.62 -2.06
H 1.46141 1.06557 0.61822 -0.22 -0.11 -0.25
H 2.43307 -0.13107 -0.26250 -0.16 0.30 -0.08
C 0.36196 -1.81787 -2.47925 0.08 -0.05 0.11
C -1.41645 -0.07026 -2.21679 -0.11 -0.02 0.24
H -1.72090 -0.21025 -3.26179 0.14 0.01 0.11
H -1.64105 0.96454 -1.93401 -0.01 -0.19 0.04
H -2.02526 -0.75239 -1.61270 0.19 0.17 0.00
H -0.24295 -2.52581 -1.89781 0.18 0.15 -0.15
H 1.42528 -2.02408 -2.30921 -0.18 -0.10 -0.01
H 0.14885 -1.95779 -3.54726 0.02 0.06 0.17
Pd 0.66795 -1.70545 1.60273 -6.61 0.25 -5.60
C 1.35734 -2.90905 3.13391 0.84 -1.26 1.50
C 2.36179 -2.73032 2.13993 1.43 -1.01 0.59
C 2.62351 -1.32947 2.03482 1.71 0.47 0.83
H 2.80793 -3.53159 1.55788 -0.02 0.27 0.14
C 1.76002 -0.64994 2.96440 1.46 0.94 1.20
C 0.98425 -1.63754 3.63683 0.66 -0.14 1.87
H 0.24885 -1.47632 4.41579 0.05 0.05 -0.40
H 0.92866 -3.85252 3.45503 0.00 0.14 -0.15
H 3.34558 -0.87469 1.36760 -0.12 -0.07 0.23
H 1.69531 0.41799 3.14584 0.06 -0.25 -0.11
C -2.96592 -0.92428 2.15953 0.40 -0.03 0.26
C -2.58016 -0.90081 3.52788 0.35 0.63 -0.30
C -1.56272 0.08075 3.67779 -0.78 -0.21 -0.36
H -3.00555 -1.51152 4.32204 0.18 0.10 -0.21
C -1.30277 0.65726 2.40063 -0.38 -0.50 -0.13
C -2.18764 0.04430 1.45859 0.47 -0.28 0.51
H -2.28755 0.30136 0.40708 0.09 -0.06 0.28
H -3.72718 -1.56861 1.72251 0.11 0.22 0.09
H -1.08994 0.36206 4.61747 -0.07 -0.02 -0.19
H -0.61560 1.47541 2.18951 -0.15 -0.12 0.04
Te -1.22611 -3.95967 0.72409 0.13 0.91 0.19
C -1.52260 -4.82328 2.59308 -0.66 0.00 0.16
C -0.57213 -5.74403 3.10690 0.35 -0.10 0.43
C -0.68978 -6.18509 4.42994 -0.18 0.26 -0.49
C -1.77485 -5.77571 5.21914 0.85 -0.44 0.47
C -2.75502 -4.92525 4.68520 -0.69 0.73 -1.13
C -2.64840 -4.45942 3.37032 0.41 -0.28 0.43
H 0.25616 -6.03212 2.45700 -0.04 -0.19 0.33
H 0.08077 -6.83735 4.84589 -0.22 0.04 -0.11
H -1.85045 -6.11022 6.25512 0.05 0.08 -0.25
H -3.60127 -4.60545 5.29665 0.15 -0.15 -0.19
H -3.37549 -3.78299 2.92078 0.01 -0.16 0.36
```
Positions in Å, forces in eV/Å.

Properties
Charge: -1
HOMO level (spin up / spin down): 0.3 / -3.6 eV
Spin multiplicity: 5
Frontier orbital gap (spin up / spin down): 1.56 / 4.56 eV

=====

Formula: C29H36BaN8
Source: the Open Molecules 2025 dataset
Level of theory: wB97M-V/def2-TZVPD

```
74
Properties=species:S:1:pos:R:3:forces:R:3
Ba 1.29263 -0.29179 1.16263 1.73 -0.09 -0.62
N 0.27875 -1.96777 3.50688 1.10 -0.59 -0.62
N -1.87712 -0.08551 1.40812 -1.31 1.83 -0.74
C 0.95283 -0.47787 -2.27768 0.25 -0.55 0.55
C 0.20733 -1.65357 -2.00779 1.00 0.23 0.40
C 1.01253 -2.51136 -1.21548 0.55 0.62 -0.24
C 0.56870 -3.79754 -0.60426 -0.03 -0.61 0.27
H -0.47587 -4.01421 -0.88309 0.28 -0.03 0.07
H 0.60495 -3.76703 0.50545 -0.01 -0.08 -0.62
H 1.19215 -4.65012 -0.93294 -0.20 0.15 0.11
C 2.29518 -1.90737 -1.07603 -0.72 0.59 0.06
C 3.49138 -2.47606 -0.39223 0.50 -0.36 0.26
H 4.06024 -3.14345 -1.07397 -0.14 0.15 0.22
H 3.23448 -3.05304 0.51711 0.23 0.28 -0.46
H 4.18630 -1.67655 -0.07531 -0.24 -0.35 -0.01
C 2.22898 -0.60893 -1.66546 -0.60 -0.73 0.11
C 3.27559 0.45309 -1.54820 0.49 0.07 -0.28
H 3.73611 0.51647 -0.53825 -0.18 -0.07 -0.39
H 2.87763 1.44824 -1.80733 0.08 -0.22 0.05
H 4.09937 0.23731 -2.24779 0.09 0.30 0.16
C -1.18533 -1.96249 -2.40456 -0.45 -0.07 0.05
H -1.30119 -3.00027 -2.75202 0.00 0.18 0.02
H -1.54452 -1.30193 -3.19734 0.00 -0.02 -0.02
H -1.84904 -1.83754 -1.53923 -0.26 -0.06 -0.08
C 0.51697 0.69599 -3.06763 -0.16 0.48 -0.20
H 0.65047 1.62554 -2.49576 -0.08 0.06 -0.15
H -0.54376 0.63285 -3.32475 0.03 0.04 -0.02
H 1.07510 0.81594 -4.01170 -0.06 0.01 0.11
C 0.96751 -1.74478 4.65984 -0.63 -0.11 0.07
H 2.05133 -1.84753 4.62451 -0.27 -0.29 -0.25
C 0.27041 -1.35939 5.78936 -0.30 -0.06 0.33
H 0.81087 -1.29123 6.73452 -0.25 0.03 -0.24
C -1.09541 -1.08647 5.68198 0.14 0.34 0.75
H -1.67227 -0.89798 6.59160 0.13 0.15 -0.29
C -1.70602 -1.00928 4.44319 0.04 -0.11 -0.76
H -2.73248 -0.65181 4.30720 0.43 -0.32 0.26
C -0.99804 -1.42111 3.28413 0.47 0.76 0.20
C -1.30035 -1.25961 1.92711 0.13 -0.79 -0.59
H -0.81800 -1.87884 1.15947 -0.41 0.25 0.64
C -1.29599 0.64941 0.36577 -0.71 -1.08 0.73
C -3.14506 0.43396 1.72283 0.92 -0.61 -0.51
H -3.75828 0.01322 2.49015 -0.11 -0.08 0.14
C -3.40276 1.39891 0.83132 -0.03 0.75 -0.96
H -4.25841 2.03799 0.69548 -0.05 -0.03 0.03
N -2.29239 1.48592 -0.02720 -0.42 0.40 0.19
C -2.17659 2.36120 -1.17931 -0.01 -0.05 -0.35
C -2.75682 2.01736 -2.42157 0.28 0.24 0.50
C -2.58334 2.87890 -3.51175 0.07 0.38 0.18
H -3.02590 2.61464 -4.47536 0.09 -0.01 0.26
C -1.86079 4.06913 -3.40811 0.01 -0.40 0.29
C -1.68664 4.99978 -4.57525 0.08 0.17 -0.26
H -0.65513 4.98797 -4.95644 -0.22 -0.08 0.11
H -1.90633 6.03794 -4.29331 0.01 -0.20 -0.02
H -2.35015 4.72746 -5.40171 0.08 0.03 0.09
C -1.26370 4.36649 -2.18439 -0.18 -0.11 0.12
H -0.67309 5.27962 -2.08145 -0.11 -0.22 -0.02
C -1.41169 3.53522 -1.07284 -0.27 -0.32 -0.17
C -0.75554 3.90055 0.21793 0.43 0.42 0.34
H -1.47775 4.04045 1.03203 0.10 -0.22 -0.13
H -0.23652 4.85427 0.08067 0.00 -0.08 0.12
H -0.00413 3.16505 0.53984 -0.35 0.08 -0.12
C -3.53972 0.75663 -2.63388 -0.27 -0.42 -0.18
H -4.61725 0.91823 -2.49310 0.16 0.05 0.09
H -3.23686 -0.06684 -1.98087 0.04 0.27 -0.02
H -3.41317 0.41599 -3.67192 0.01 0.07 0.28
N 5.25180 -1.50502 3.50523 1.67 -0.94 -1.28
N 4.14498 -0.66727 3.26825 -2.03 0.64 5.99
N 3.13050 -2.92237 2.82991 -1.50 -2.28 -0.37
C 1.95831 -3.37455 2.75864 2.11 0.65 0.52
N 0.87879 -2.51392 2.40102 -1.88 -0.13 0.85
N 3.81157 -0.03381 2.35522 0.33 1.28 -4.05
H 4.99609 -1.99310 4.37231 -0.01 0.35 -0.74
H 5.21177 -2.24103 2.77663 0.23 0.29 0.27
H 1.56181 -4.42134 2.96096 0.18 0.19 -0.04
```
Positions in Å, forces in eV/Å.

Properties
Charge: -2
HOMO level (spin up / spin down): 1.4 / 1.4 eV
Frontier orbital gap (spin up / spin down): 2.41 / 2.41 eV

=====

Formula: C29H36F23NO9
Source: the Open Molecules 2025 dataset
Level of theory: wB97M-V/def2-TZVPD

```
98
Properties=species:S:1:pos:R:3:forces:R:3
C 5.83526 -1.43947 1.83129 0.62 0.41 0.48
C 5.12470 0.05002 1.70218 0.15 -0.43 0.28
C 4.50902 0.35829 0.20097 0.16 0.68 0.55
F 4.48617 -0.84430 -0.67689 -0.28 2.33 1.88
C 3.03451 1.08871 0.35606 0.71 0.85 0.01
N 3.30172 2.37260 1.16871 -1.31 -1.21 -1.03
O 2.08111 0.29493 1.16142 0.11 -0.51 -2.03
C 1.41928 -0.74613 0.34327 0.57 -0.34 -2.06
C 1.73505 -2.28592 0.80861 1.26 0.07 0.11
C -0.21149 -0.44534 0.11116 0.40 -1.11 0.60
C -1.08610 -0.92024 1.40872 -0.34 -0.45 1.09
C -0.64319 -0.13279 2.81626 -0.87 0.13 0.55
C -2.00432 0.39228 3.63429 0.76 0.52 -0.27
C 0.13761 -1.13118 3.88228 0.05 1.17 0.66
O -0.29833 0.97136 -0.24318 -2.09 -1.23 1.10
C -1.59731 1.57947 0.03262 -1.06 2.74 -0.88
O -2.75858 0.94581 -0.60678 1.47 0.82 -0.35
C -1.52152 3.11890 -0.62132 0.61 -0.23 -0.59
C -0.27093 4.00435 -0.02877 -0.69 3.24 3.74
O -0.35055 4.85062 1.00503 0.12 -5.23 -6.07
C -0.57008 -1.29748 -1.28312 2.10 4.33 -4.32
O -0.20264 -0.65254 -2.42564 -2.64 -5.20 6.70
C -1.33899 -2.74305 -1.32330 -2.16 -0.22 1.07
F -2.78637 -2.44340 -1.00567 4.35 -0.91 -0.89
F -0.90507 -3.71835 -0.29341 -1.12 2.96 -3.28
C -1.34542 -3.42730 -2.81180 -2.99 -1.48 -0.01
F -2.18929 -4.67489 -2.69177 2.59 3.93 -0.26
F -2.10729 -2.53825 -3.74878 2.88 -2.85 2.94
C 0.10969 -3.91348 -3.37550 1.17 -2.40 -1.56
F -0.13917 -5.21505 -4.10202 0.79 3.90 2.19
F 1.12799 -4.21676 -2.34600 -3.76 1.15 -2.92
C 0.80960 -2.91752 -4.47325 7.67 3.49 -0.22
O 2.11454 -2.58577 -4.26905 -9.09 -2.66 -1.00
O 0.17723 -2.33675 -5.66717 0.24 -0.29 4.14
H 6.51187 -1.70616 0.90349 -1.57 0.54 1.83
H 6.56044 -1.37898 2.77158 -1.60 -0.24 -1.95
H 5.04962 -2.30259 2.03917 1.64 1.93 -0.62
H 4.31122 0.10936 2.56530 1.52 0.02 -2.18
H 5.90534 0.92360 1.92585 -1.64 -2.08 -0.52
H 5.23611 1.13128 -0.31855 -1.56 -1.72 0.77
H 2.56680 1.44224 -0.66042 0.74 -1.40 1.63
H 2.33877 2.80454 1.27708 1.76 -0.34 -0.22
H 3.93691 2.99780 0.62515 -1.02 -0.62 0.50
H 1.88845 -0.63227 -0.74914 -1.10 -0.39 2.29
H 1.57308 -3.05932 -0.08630 0.11 1.86 1.99
H 2.90417 -2.33017 1.04327 -2.55 0.20 -0.58
H 1.19194 -2.63562 1.78393 0.86 0.76 -2.02
H -0.91154 -2.07390 1.66266 -0.23 2.51 -1.05
H -2.26755 -0.83098 1.26053 2.71 0.05 0.02
H -0.02044 0.84692 2.60712 -0.99 -2.30 0.22
H -1.73880 1.46937 4.07523 -0.68 -2.49 -0.65
H -2.23427 -0.37591 4.49233 0.17 1.68 -1.72
H -2.92054 0.54842 2.92306 1.64 -0.48 1.37
H -0.33735 -2.20532 3.92752 1.01 2.06 -0.34
H -0.05097 -0.65036 4.95577 0.53 -1.06 -2.24
H 1.31004 -1.13573 3.73385 -2.48 -0.24 0.09
H -1.85944 1.74552 1.16033 0.72 -1.02 -2.03
H -2.92326 1.31259 -1.53253 0.74 -0.62 1.83
H -2.57011 3.66825 -0.56605 2.35 -1.17 0.42
H -1.31630 2.94355 -1.77468 -0.16 0.40 2.28
H 0.76086 3.91455 -0.59965 -2.07 -0.04 1.18
H -0.04749 -1.38117 -5.38345 0.53 -1.97 -0.55
F -3.25810 -7.76725 3.77399 0.42 0.34 0.21
C -2.24734 -6.86996 3.73263 0.33 -0.44 1.02
F -2.02666 -6.48699 5.02059 0.02 0.25 -0.30
C -2.57878 -5.66288 2.86400 -0.80 0.67 -0.32
F -3.63569 -4.96781 3.36330 0.32 -0.37 0.04
F -1.51471 -4.79949 2.90805 0.12 -0.50 0.04
C -2.83952 -5.98394 1.38445 0.27 0.56 -1.01
O -4.21186 -6.09667 0.99906 -0.38 -1.57 1.12
C -4.80115 -7.37886 1.20712 1.55 0.73 -1.30
F -3.83669 -8.26620 1.54777 -0.89 -0.09 -0.28
F -5.25998 -7.77556 -0.01089 -0.27 0.14 0.72
C -5.96096 -7.34216 2.21015 -0.62 0.08 0.74
F -5.55307 -6.89849 3.42702 -0.11 0.00 -0.59
F -6.48038 -8.58270 2.40536 0.35 0.15 -0.40
H -1.34314 -7.37660 3.38160 -0.04 0.11 -0.16
H -2.46920 -5.12450 0.81109 -0.24 -0.07 0.31
H -2.24010 -6.82866 1.02479 -0.19 0.06 0.34
H -6.76142 -6.68331 1.86239 0.18 -0.02 -0.19
F 1.95606 8.05454 -1.37919 -0.26 -0.51 0.13
C 0.96330 7.13880 -1.31328 0.45 -0.24 1.06
F 1.51369 6.02099 -0.76392 -0.02 0.18 -0.47
C 0.37031 6.82701 -2.68169 0.30 -0.07 -1.03
F 1.29625 6.27174 -3.50861 -0.13 0.16 0.43
F -0.60014 5.87224 -2.51953 0.05 0.27 0.40
C -0.28558 8.02269 -3.38902 -0.95 0.14 -0.66
O 0.51632 8.69083 -4.36633 1.30 0.57 1.27
C 1.39528 9.69096 -3.85474 -2.09 -0.10 -0.09
F 1.11094 9.91345 -2.54965 0.49 0.45 -0.66
F 1.06836 10.83842 -4.50887 0.61 -0.49 0.10
C 2.87343 9.36058 -4.09662 0.94 -0.32 -0.06
F 3.22590 8.19121 -3.50306 -0.30 0.37 -0.36
F 3.68248 10.31885 -3.57316 -0.57 0.01 -0.09
H 0.19742 7.50148 -0.62093 -0.09 -0.03 -0.14
H -1.12836 7.61820 -3.96401 0.36 -0.09 0.03
H -0.74888 8.72539 -2.68634 0.35 -0.21 0.02
H 3.08758 9.27374 -5.16543 -0.25 0.09 0.02
```
Positions in Å, forces in eV/Å.

Properties
HOMO level: -9.9 eV
Frontier orbital gap: 8.30 eV

=====

Computed max |F| (Eh/bohr) in order:
0.025; 0.169; 0.124; 0.185